1.
Computed, not measured: a structure of composition C21H39FeNP2, with the ωB97M-V functional and the def2-TZVPD basis.

CARTESIAN COORDINATES (ANGSTROEM)
P 0.205256 -2.682713 0.887868
P -0.093687 2.593182 1.539061
C 0.501933 0.310471 -0.467593
C 0.704928 1.749835 0.056080
H -0.077705 -0.348708 0.177380
H 1.501338 -0.134230 -0.635529
H 1.796154 1.900386 0.181522
H 0.378225 2.433123 -0.744414
C -1.770042 2.839692 0.949227
H -2.452685 3.273662 1.686193
H -2.159876 1.883745 0.570753
H -1.691002 3.519642 0.087126
C 0.843519 4.062342 1.956236
H 0.588121 4.863061 1.248136
H 1.924225 3.899121 1.817871
H 0.665704 4.437937 2.973093
C -0.957622 -3.962228 0.293602
H -1.118868 -4.700179 1.089568
H -0.552903 -4.435867 -0.611357
H -1.910139 -3.474294 0.042962
C 1.803098 -3.540995 0.619075
H 2.538361 -2.790269 0.290328
H 1.688978 -4.269434 -0.193094
H 2.114675 -4.046777 1.544529
Fe 0.309735 -0.258963 -2.549498
C 0.416520 1.008777 -3.891619
C -0.923692 0.900438 -3.359334
C -2.022221 0.170780 -4.080266
C -1.566880 -1.305081 -4.343304
C -0.663297 -1.770095 -3.194556
C 0.769932 -1.916745 -3.288602
C 1.575461 -1.324197 -4.404354
C 1.044309 0.074472 -4.888158
C 0.008098 -2.682795 2.698971
H 0.956590 1.939615 -3.712893
H -1.241480 1.682595 -2.676533
H -2.306738 0.680651 -5.020056
H -2.933296 0.159129 -3.459755
H -2.445561 -1.969972 -4.403541
H -1.080520 -1.372857 -5.334658
H -1.220412 -2.343389 -2.427261
H 1.225873 -2.753281 -2.765528
H 1.604401 -2.000413 -5.284388
H 2.647832 -1.271945 -4.114184
H 1.931135 0.593293 -5.287570
H 0.411300 -0.074715 -5.772989
H -0.399039 -1.703529 2.988609
H 0.991061 -2.829423 3.164849
H -0.676049 -3.484073 3.004696
C -2.528517 0.964625 3.155016
C -1.198518 1.254041 3.702550
C -0.786532 1.219926 5.025786
C 0.623597 1.304081 5.048483
C 1.066960 1.441080 3.746154
C 2.430630 1.443542 3.216421
N -0.062308 1.505673 2.916758
H -2.495335 0.430199 2.194966
H -3.142107 1.868961 3.058543
H -3.063577 0.307718 3.852794
H -1.441882 1.149853 5.882817
H 1.266601 1.300905 5.917270
H 2.795024 2.446935 2.970593
H 3.088882 1.053095 4.002532
H 2.564013 0.780589 2.352635

Force components x, y, z for each atom (eV/Å):
P 0.032 0.419 -1.184
P 1.153 -3.602 -1.057
C -0.139 0.123 0.455
C 0.581 0.546 -0.129
H 0.141 0.391 -0.049
H -0.095 0.002 0.880
H -0.446 0.351 0.054
H 0.109 0.483 0.164
C -0.330 0.541 0.147
H 0.176 -0.081 -0.209
H 0.284 0.259 0.178
H 0.085 -0.153 0.256
C 0.118 0.945 -0.064
H -0.130 -0.203 0.119
H -0.534 -0.240 0.088
H -0.096 -0.274 -0.245
C -0.339 -0.173 0.359
H -0.116 -0.185 -0.352
H -0.198 0.136 0.268
H 0.199 -0.289 0.053
C 0.200 -0.054 0.120
H -0.062 -0.374 0.294
H 0.109 0.120 0.232
H 0.222 0.025 -0.388
Fe 0.799 0.697 5.984
C 0.442 1.981 -0.696
C -0.952 0.655 -1.060
C -0.430 -0.676 -0.436
C -0.548 0.260 -0.298
C -1.066 -0.988 -0.742
C 0.153 -1.901 0.006
C 0.361 -0.429 -1.132
C 0.943 0.159 -1.675
C -0.109 -0.162 0.296
H -0.067 -0.111 -0.109
H 0.002 0.398 -0.227
H -0.013 -0.174 0.052
H 0.255 -0.029 -0.055
H 0.162 0.206 -0.074
H -0.105 -0.072 0.559
H 0.648 0.097 -0.422
H 0.091 0.078 0.117
H -0.147 0.189 -0.090
H -0.686 0.271 0.092
H -0.225 -0.103 0.057
H 0.009 -0.062 0.138
H 0.116 -0.339 0.179
H -0.295 0.093 0.085
H 0.158 0.167 0.211
C -1.146 -0.131 -0.108
C 0.827 0.588 1.591
C -0.667 -0.088 -1.024
C 0.729 0.391 -0.989
C -0.989 0.227 1.089
C 1.177 -0.041 0.028
N -0.358 0.424 -0.902
H 0.060 0.222 0.268
H -0.031 -0.270 -0.141
H 0.171 0.168 -0.131
H 0.032 -0.342 -0.133
H -0.038 -0.232 -0.090
H 0.083 -0.198 -0.067
H -0.067 0.166 -0.183
H -0.198 0.194 0.039

The HOMO-LUMO gap (alpha / beta) comes out at 3.51 / 6.26 eV. The expectation value of S² is 6.037. Its multiplicity is 5. The LUMO energy (alpha / beta) comes out at -0.05 / -0.06 eV. The HOMO energy (alpha / beta) comes out at -0.1308 / -0.2323 hartree. As for the net charge: 0.

***

2.
Computed, not measured: a structure of composition C21H40BBeBr3CsKN3O13S2, with the ωB97M-V functional and the def2-TZVPD basis.

CARTESIAN COORDINATES (ANGSTROEM)
C 0.404170 2.009733 -0.683867
C 0.698582 0.766983 -1.522282
C 0.836880 -0.464568 -0.617533
C 1.482875 -1.640398 -1.292738
C 0.951889 -2.093857 -2.747596
O 2.030930 -2.115473 -3.659299
B 3.170353 -2.318077 -2.772011
C 4.642208 -1.868761 -3.231158
C 5.617700 -2.714441 -3.752058
C 6.870781 -2.207529 -4.074542
N 7.238865 -0.944251 -3.919895
C 6.294440 -0.122860 -3.441672
C 5.036749 -0.540673 -3.095987
O 2.842013 -1.413064 -1.627412
H -0.531149 1.861674 -0.144380
H 0.334229 2.904123 -1.302143
H 1.192221 2.194448 0.048832
H -0.136587 0.631391 -2.210064
H 1.635577 0.857049 -2.072706
H 1.479664 -0.153981 0.213438
H -0.130351 -0.719405 -0.177546
H 1.477000 -2.582409 -0.644669
H 0.051183 -1.628641 -3.136214
H 0.637996 -3.155692 -2.566494
H 3.069556 -3.403471 -2.288955
H 5.409149 -3.763879 -3.909340
H 7.623510 -2.887078 -4.460538
H 6.563258 0.911030 -3.294444
H 4.326386 0.174373 -2.697195
Cs 2.280834 -4.197995 -0.597051
C -1.202754 3.618824 2.573306
C -1.787009 2.351135 2.170545
N -2.248568 1.339379 1.863423
H -0.120544 3.518918 2.592588
H -1.481526 4.405824 1.872109
H -1.557222 3.906277 3.574221
O 0.783833 -10.323316 -5.461348
C 0.652620 -9.228980 -4.888256
C 1.743196 -9.339562 -3.312284
O 1.629320 -8.257013 -2.703690
H -0.310704 -8.965287 -4.411758
H 1.091480 -8.315447 -5.334402
H 2.721487 -9.603425 -3.758354
H 1.343867 -10.260502 -2.847622
K 7.834099 1.787940 -3.795662
C -2.513741 -4.517636 2.583953
O -2.644799 -5.688299 2.896918
N -2.875039 -3.470049 3.340315
C -2.686820 -2.096309 2.894998
C -3.475749 -3.723467 4.633984
H -2.072595 -4.217682 1.617421
H -2.029596 -1.575013 3.585712
H -3.643223 -1.576408 2.848487
H -2.233226 -2.084079 1.906372
H -2.795769 -4.300736 5.262499
H -4.396935 -4.318298 4.510586
H -3.720609 -2.779673 5.116895
O 1.219614 2.138108 3.223099
H 1.599990 1.639760 3.954025
H 0.765758 1.480561 2.682791
Be -6.347696 -5.159263 4.731100
O -2.219434 5.172887 5.096473
S -3.375432 6.061021 4.787268
O -3.535497 6.141551 3.308891
O -3.131550 7.406736 5.348920
O -4.606900 5.480252 5.382446
O -1.600401 6.353773 0.114304
S -2.107575 6.072995 -1.186707
O -1.219458 5.960823 -2.311095
O -3.240205 7.136041 -1.528362
C -2.911410 8.528159 -1.353946
C -2.072180 9.071864 -2.493628
C -3.140096 4.652767 -1.119252
H -2.422428 8.668987 -0.389414
H -3.869173 9.042128 -1.309408
H -1.077517 8.627754 -2.498386
H -1.965954 10.152704 -2.391881
H -2.537221 8.847948 -3.454453
H -3.836180 4.774107 -0.291902
H -2.492866 3.794561 -0.948308
H -3.662486 4.551634 -2.067120
C -0.042601 -2.832065 6.249926
Br 1.046726 -2.602399 7.815009
Br 0.380460 -1.535886 4.892305
Br 0.065457 -4.628059 5.557612
H -1.068131 -2.660866 6.546255

Force components x, y, z for each atom (eV/Å):
C 0.168 -0.087 -0.159
C -0.107 -0.092 0.521
C 0.063 0.587 -0.021
C 0.190 -0.037 -1.795
C -0.254 -1.576 0.911
O -0.451 0.478 0.197
B -0.280 1.404 0.227
C 0.103 -0.487 -0.629
C -0.113 0.424 0.098
C 0.314 -0.674 -0.134
N 0.106 1.073 0.021
C -0.972 -1.229 0.397
C -0.633 0.511 0.279
O 0.025 -0.107 1.535
H -0.023 0.154 0.045
H -0.131 0.032 -0.018
H 0.020 -0.036 0.062
H 0.168 -0.104 -0.267
H -0.094 0.157 -0.225
H 0.045 -0.216 0.110
H -0.048 -0.128 -0.061
H -2.399 5.535 -0.860
H 0.210 0.545 -0.024
H -0.178 0.224 -0.384
H 1.582 -0.083 -2.329
H 0.054 -0.063 -0.018
H 0.079 0.109 -0.047
H -3.406 -2.840 1.190
H -0.005 -0.019 0.028
Cs 1.434 -6.485 3.037
C -0.037 0.137 -0.174
C -0.150 0.024 0.099
N 0.229 -0.105 -0.055
H -0.194 0.141 -0.011
H -0.200 0.050 0.126
H -0.189 0.273 0.062
O 0.223 0.683 0.806
C -2.148 -0.017 -3.283
C 2.526 -0.121 3.728
O -0.304 -0.491 -0.887
H 0.277 -0.426 0.618
H 0.665 -0.242 0.361
H -0.321 0.491 -0.828
H -0.888 0.228 -0.457
K 4.408 3.008 -1.656
C 0.014 -0.118 0.010
O 0.008 -0.007 0.047
N 0.089 0.136 -0.108
C -0.180 -0.074 0.158
C 0.021 -0.129 -0.147
H -0.003 0.052 -0.009
H -0.070 0.171 -0.076
H 0.051 0.084 -0.049
H -0.017 0.000 -0.012
H -0.064 -0.046 0.037
H 0.441 0.272 0.089
H -0.032 0.022 -0.055
O 0.552 -0.537 0.021
H -0.041 0.083 0.047
H -0.130 0.066 0.036
Be -0.419 -0.205 0.025
O 0.192 -0.260 -0.061
S 0.017 -0.041 0.318
O -0.085 -0.011 -0.144
O 0.017 0.031 -0.171
O 0.012 -0.032 -0.186
O 0.470 0.061 -0.102
S -0.459 -0.146 0.168
O 0.126 -0.005 0.026
O -0.035 -0.042 -0.225
C 0.087 0.439 0.125
C 0.110 -0.178 -0.059
C -0.130 -0.022 0.007
H 0.003 -0.136 0.019
H -0.089 -0.157 -0.002
H 0.001 0.006 0.022
H -0.051 0.006 0.029
H -0.043 0.053 0.007
H 0.051 0.017 0.048
H 0.037 0.027 0.034
H 0.020 0.007 -0.012
C 0.042 -0.031 -0.042
Br 0.007 -0.010 -0.011
Br 0.105 0.006 0.065
Br 0.023 0.048 0.015
H -0.014 -0.004 -0.021

The HOMO-LUMO gap comes out at 0.80 eV. The LUMO energy comes out at -1.09 eV. The HOMO energy comes out at -0.0695 hartree. As for the net charge: -1.

***

3.
Computed, not measured: a cluster of 2 separate species, C21H40BFN5O7S in total, with the ωB97M-V functional and the def2-TZVPD basis.

CARTESIAN COORDINATES (ANGSTROEM)
C -1.789826 -1.327476 -1.287727
C -0.315109 -1.957450 -1.490220
B 0.439464 -2.327178 -0.082588
O 0.517444 -3.764578 0.221660
C 1.113234 -1.186532 0.916046
S 0.159312 -1.544756 2.494594
C 0.990843 0.267321 0.253262
C 1.133971 1.596026 1.146576
C -0.094932 1.854345 2.166544
C -0.477129 3.413458 2.335819
C -1.005818 4.112296 0.986264
C -2.012287 3.100798 0.212395
C -3.235143 4.003845 -0.372443
C -4.299619 2.935577 -1.011559
C -4.155775 2.979527 -2.624169
O -5.453315 2.649473 -3.193250
C -5.663117 1.234779 -3.061782
C -4.847793 0.233359 -4.003131
O -6.525748 0.848939 -2.224427
N 2.324474 0.275427 -0.488582
C 3.202877 -0.900071 -0.258221
N 4.285143 -1.187144 -0.984367
C 4.676573 -0.238577 -2.054064
O 5.521953 0.651362 -1.780399
N 4.120612 -0.237474 -3.413310
C 5.295811 0.041647 -4.294303
O 6.217745 -0.789033 -4.422484
F 5.456590 1.274038 -4.989192
N 2.552217 -1.585857 0.861173
N 3.253975 -1.747470 2.051353
C 3.474361 -0.471781 2.793802
C 4.484082 -2.540981 1.890076
C 4.560409 -4.095498 1.525851
O 5.596025 -1.944943 2.076402
H -2.534661 -1.861628 -1.967271
H -1.796978 -0.196792 -1.533332
H -2.093789 -1.494949 -0.191285
H -0.386462 -2.895484 -2.139050
H 0.351812 -1.201369 -2.068950
H 1.349628 -4.034590 -0.251646
H -0.348712 -2.846068 2.435024
H 0.045615 0.511095 -0.369191
H 1.109281 2.487356 0.401658
H 2.117236 1.697689 1.718168
H 0.280837 1.511948 3.210260
H -0.998777 1.186145 1.936902
H 0.370976 4.059841 2.747244
H -1.340956 3.463630 3.101674
H -0.109785 4.342643 0.287577
H -1.498373 5.137293 1.189799
H -2.509066 2.377593 0.962988
H -1.469536 2.514251 -0.606460
H -2.802986 4.661014 -1.204498
H -3.769141 4.574619 0.458593
H -4.003407 1.887112 -0.640305
H -5.370515 3.192546 -0.681406
H -3.807288 3.999337 -3.000835
H -3.324470 2.216916 -2.886029
H -4.747811 -0.776529 -3.462661
H -5.409718 0.076108 -4.998531
H -3.783686 0.601436 -4.222135
H 2.826705 1.145658 -0.288315
H 4.782348 -2.072392 -0.754859
H 3.763018 -1.162830 -3.698668
H 2.489264 0.043967 3.102585
H 4.196041 0.262272 2.280556
H 3.986972 -0.763280 3.791002
H 4.670110 -4.782191 2.433080
H 5.505264 -4.255834 0.875182
H 3.661331 -4.383266 0.865042
C -3.210631 -3.956289 3.543614
O -2.656935 -3.039713 4.477143
H -2.855695 -3.699393 2.544415
H -2.891374 -4.971928 3.790269
H -4.301066 -3.892436 3.566629
H -2.986123 -3.288927 5.350431

Force components x, y, z for each atom (eV/Å):
C 0.199 0.052 0.309
C 0.601 0.370 -0.476
B -1.090 -1.209 -0.879
O 1.599 2.558 -0.768
C -2.144 -1.596 -1.192
S 0.289 0.433 -0.233
C 1.753 1.248 1.746
C -1.231 1.000 0.232
C 0.960 0.090 1.046
C -0.850 0.301 -0.222
C 0.575 -0.937 -0.418
C -0.888 1.940 0.958
C 0.137 -2.325 -0.558
C 0.802 1.083 -0.322
C 0.523 -0.227 1.460
O 1.252 -2.343 -0.171
C -2.725 -0.735 2.348
C 0.135 0.018 0.305
O 3.628 1.338 -3.679
N 1.516 -2.116 -1.001
C -4.480 2.905 2.211
N -1.977 -0.076 0.530
C 3.452 4.307 -0.604
O -3.525 -3.837 -0.606
N 1.702 -0.638 1.289
C 4.974 -1.559 -1.717
O -4.454 3.521 0.521
F -1.685 -3.057 2.389
N 1.723 -0.237 -2.176
N 1.757 -0.329 0.524
C 0.815 0.637 1.640
C 4.014 1.172 0.659
C -0.450 0.465 -1.329
O -4.332 -2.139 -0.518
H 1.008 0.826 1.009
H -0.093 -1.865 0.500
H 0.102 0.466 -1.704
H 0.104 1.245 0.949
H -1.097 -1.111 0.764
H -1.183 -0.193 0.682
H 0.928 0.973 -0.699
H 1.797 -1.282 0.584
H 0.136 -1.534 0.950
H -1.254 -0.456 -0.845
H -0.753 0.423 -1.636
H 1.317 1.184 0.140
H -0.933 -1.208 -0.410
H 1.390 -0.122 -1.113
H -1.369 -0.326 1.103
H 0.676 -1.814 -0.145
H 0.970 1.022 -1.184
H -0.864 0.771 1.019
H -0.841 -0.544 1.385
H 1.122 -0.570 -1.157
H -0.762 1.528 -0.520
H 1.633 -0.527 -0.742
H -0.888 -1.379 0.461
H -1.376 1.129 0.024
H -0.405 1.606 -0.811
H 0.835 0.387 1.671
H -1.707 -0.337 0.203
H 0.078 -0.261 -0.721
H 0.012 1.092 -0.434
H 0.048 0.584 0.139
H 1.439 -1.105 -0.870
H -1.143 -1.069 0.507
H -0.844 0.457 -1.729
H -0.450 1.269 -1.141
H -1.479 0.469 1.229
H 1.194 0.180 1.334
C -0.116 -0.080 0.321
O 0.152 0.106 0.087
H -0.012 0.052 0.102
H -0.106 -0.081 -0.209
H 0.007 -0.144 -0.211
H 0.147 0.161 -0.181

The HOMO-LUMO gap comes out at 7.51 eV. The LUMO energy comes out at -4.42 eV. The HOMO energy comes out at -0.4387 hartree. As for the net charge: +1.

***

| no. | largest force on an atom (eV Å⁻¹) |
| --- | --- |
| 1 | 6.077 |
| 2 | 7.303 |
| 3 | 5.779 |